# 1
The following is a quantum chemistry calculation of a gas-phase ion, C5H6NO (charge +1), from the Open Molecules 2025 dataset.

## Properties
Kohn-Sham gap (alpha / beta) in eV: 7.833 / 7.834
Energy relative to the best compared isomer or geometry (same formula, charge and spin) in kcal per mole: 197.3
SMILES: O=[N+]=C1CC12CC2
Total charge: +1
LUMO level (alpha / beta) in eV: -6.7 / -6.7

```
13
C5H6NO (ωB97M-V/def2-TZVPD)
O -2.442 -2.377 0.010
N -1.395 -2.008 0.210
C -1.134 -0.306 0.373
C -0.614 0.632 1.347
C 0.073 0.285 -0.008
C 1.202 -0.352 -0.744
C 0.896 1.085 -1.047
H -1.131 1.526 1.643
H -0.269 0.373 2.317
H 0.781 -1.163 -1.478
H 1.926 -0.856 -0.113
H 1.515 1.785 -0.474
H 0.593 1.377 -2.035
```

***

# 2
The following is a quantum chemistry calculation of a gas-phase ion, C5H6NO (charge +1), from the Open Molecules 2025 dataset.

## Properties
Kohn-Sham gap (alpha / beta) in eV: 8.792 / 8.791
Energy relative to the best compared isomer or geometry (same formula, charge and spin) in kcal per mole: 90.5
SMILES: O=[N+]1C=C[C@@H]2C[C@@H]21
Total charge: +1
LUMO level (alpha / beta) in eV: -7.0 / -7.0

```
13
C5H6NO (ωB97M-V/def2-TZVPD)
O -2.466 0.452 0.090
N -1.348 0.055 -0.055
C -0.899 -1.224 0.194
C 0.425 -1.325 -0.076
C 0.939 -0.030 -0.521
C 0.825 1.029 0.565
C -0.255 0.867 -0.492
H -1.581 -1.970 0.568
H 1.031 -2.208 0.046
H 1.745 0.039 -1.235
H 0.619 0.724 1.581
H 1.457 1.903 0.488
H -0.493 1.688 -1.154
```

***

# 3
The following is a quantum chemistry calculation of a gas-phase ion, C5H6NO (charge +1), from the Open Molecules 2025 dataset.

## Properties
Kohn-Sham gap in eV: 8.255
Energy relative to the best compared isomer or geometry (same formula, charge and spin) in kcal per mole: 161.0
Total charge: +1
LUMO level in eV: -6.7

```
13
C5H6NO (ωB97M-V/def2-TZVPD)
C 0.433 -0.409 -0.191
C 1.802 -0.321 -0.030
C 2.872 -1.154 0.142
C -0.582 0.383 -0.156
C -2.022 0.385 0.149
N 2.188 1.033 -0.037
O 1.462 1.966 0.035
H 2.874 -2.267 0.105
H 3.829 -0.810 0.243
H 0.097 1.405 -0.105
H -2.235 0.795 1.136
H -2.344 -0.570 -0.028
H -2.561 1.146 -0.508
```

***

# 4
The following is a quantum chemistry calculation of a molecular structure, C5H6NO2S, from the Open Molecules 2025 dataset.

## Properties
Kohn-Sham gap in eV: 9.690
Energy relative to the best compared isomer or geometry (same formula, charge and spin) in kcal per mole: 22.5
Total charge: +1
LUMO level in eV: -5.0

```
15
C5H6NO2S (ωB97M-V/def2-TZVPD)
C 1.731 -0.755 0.413
C -0.394 -1.706 1.121
C 0.690 0.007 0.019
C -1.631 0.225 0.388
C 0.439 1.226 -0.851
N -0.471 -0.565 0.491
O -0.803 1.636 -0.606
O 0.670 0.780 -2.140
S 1.255 -2.197 1.303
H 2.761 -0.515 0.384
H -1.189 -2.244 1.509
H -2.521 0.093 -0.169
H -1.715 0.709 1.330
H 1.123 2.113 -0.498
H 0.058 1.193 -2.694
```

***

# 5
The following is a quantum chemistry calculation of 2 unconnected molecules or ions with the total composition C5H6NP, from the Open Molecules 2025 dataset.

## Properties
Kohn-Sham gap (alpha / beta) in eV: 6.496 / 8.483
Energy relative to the best compared isomer or geometry (same formula, charge and spin) in kcal per mole: 115.8
Total charge: 0
LUMO level (alpha / beta) in eV: -1.1 / -0.4

```
13
C5H6NP (ωB97M-V/def2-TZVPD)
C -0.208 1.534 0.081
C 1.120 1.350 -0.027
C -0.868 0.283 0.041
C 0.095 -0.780 0.090
C 1.457 -0.116 0.036
N -0.400 -1.967 0.051
P -3.387 0.165 0.097
H -0.814 2.505 -0.046
H 2.022 2.091 0.005
H 1.930 -0.353 -0.934
H 1.978 -0.640 0.824
H 0.164 -2.817 -0.122
H -3.090 -1.257 -0.098
```

***

# 6
The following is a quantum chemistry calculation of a gas-phase ion, C5H6NS (charge +1), from the Open Molecules 2025 dataset.

## Properties
Kohn-Sham gap (alpha / beta) in eV: 9.100 / 8.208
Energy relative to the best compared isomer or geometry (same formula, charge and spin) in kcal per mole: 6.5
Multiplicity: 3
Total charge: +1
LUMO level (alpha / beta) in eV: -4.3 / -7.4

```
13
C5H6NS (ωB97M-V/def2-TZVPD)
C -1.371 -1.102 -0.326
C -1.782 2.022 -0.105
C -0.454 -0.166 0.066
C -1.007 1.031 0.691
C 0.921 -0.664 0.033
N -2.435 1.121 0.500
S -3.065 -0.781 -0.162
H -1.289 -2.054 -0.702
H -1.694 2.993 -0.748
H -0.474 1.382 1.730
H 1.557 0.051 -0.486
H 0.798 -1.707 -0.376
H 1.396 -0.786 1.106
```

***

# 7
The following is a quantum chemistry calculation of C5H6O in the gas phase, from the Open Molecules 2025 dataset.

## Properties
Kohn-Sham gap in eV: 10.807
Energy relative to the best compared isomer or geometry (same formula, charge and spin) in kcal per mole: 42.3
SMILES: C#C[C@@H](C)C=O
Total charge: 0
LUMO level in eV: 0.9

```
12
C5H6O (ωB97M-V/def2-TZVPD)
C -1.118 1.559 -1.432
C -0.798 0.782 -0.569
C -0.302 -0.160 0.443
C 0.238 -1.441 -0.194
C 0.764 0.577 1.253
O 1.927 0.267 1.269
H -1.403 2.238 -2.205
H -1.122 -0.394 1.140
H -0.570 -1.984 -0.690
H 1.003 -1.198 -0.935
H 0.691 -2.083 0.566
H 0.388 1.446 1.831
```

***

# 8
The following is a quantum chemistry calculation of a molecular structure, C5H6O, from the Open Molecules 2025 dataset.

## Properties
Kohn-Sham gap in eV: 10.369
Energy relative to the best compared isomer or geometry (same formula, charge and spin) in kcal per mole: 100.4
Total charge: 0
LUMO level in eV: 1.1

```
12
C5H6O (ωB97M-V/def2-TZVPD)
C -0.329 0.998 0.814
C 0.806 0.502 -0.113
C 0.535 -0.970 0.240
O 0.381 -1.447 -1.132
C -0.196 -0.107 -1.108
C -0.862 -0.389 0.221
H -0.806 1.937 0.500
H -0.065 1.071 1.879
H 1.775 0.942 -0.355
H 0.965 -1.610 1.013
H -0.669 0.322 -1.993
H -1.533 -1.249 0.032
```

***

# 9
The following is a quantum chemistry calculation of C5H6O in the gas phase, from the Open Molecules 2025 dataset.

## Properties
Kohn-Sham gap in eV: 10.425
Energy relative to the best compared isomer or geometry (same formula, charge and spin) in kcal per mole: 32.8
SMILES: C=C=C(C)C=O
Total charge: 0
LUMO level in eV: 0.6

```
12
C5H6O (ωB97M-V/def2-TZVPD)
C -2.149 -0.066 0.861
C -0.952 -0.071 0.348
C 0.249 0.014 -0.180
C 1.487 -0.645 0.365
C 0.382 0.875 -1.382
O 1.440 1.091 -1.929
H -2.423 0.712 1.568
H -2.896 -0.815 0.612
H 1.299 -1.087 1.346
H 1.834 -1.430 -0.316
H 2.292 0.091 0.445
H -0.564 1.331 -1.739
```

***

# 10
The following is a quantum chemistry calculation of a molecular structure, C5H6O, from the Open Molecules 2025 dataset.

## Properties
Kohn-Sham gap in eV: 10.690
Energy relative to the best compared isomer or geometry (same formula, charge and spin) in kcal per mole: 109.3
Total charge: 0
LUMO level in eV: 1.1

```
12
C5H6O (ωB97M-V/def2-TZVPD)
C 1.104 -0.506 0.082
C -0.315 -0.672 0.627
C -0.335 0.861 0.508
O -1.705 0.943 -0.006
C -1.081 -0.242 -0.638
C 0.296 0.423 -0.824
H 1.767 -1.302 -0.239
H 1.624 0.191 0.829
H -0.698 -1.279 1.451
H 0.425 1.347 1.197
H -1.688 -0.825 -1.333
H 0.607 1.061 -1.654
```

***

# 11
The following is a quantum chemistry calculation of C5H6O in the gas phase, from the Open Molecules 2025 dataset.

## Properties
Kohn-Sham gap in eV: 9.309
Energy relative to the best compared isomer or geometry (same formula, charge and spin) in kcal per mole: 72.9
Total charge: 0
LUMO level in eV: 1.0

```
12
C5H6O (ωB97M-V/def2-TZVPD)
C 1.679 0.914 0.088
C 2.159 -0.335 0.100
C 0.416 0.321 -0.264
C -0.955 0.579 -0.149
C -1.896 -0.536 -0.020
O 1.082 -1.003 -0.279
H 2.125 1.863 0.140
H 2.972 -0.980 0.263
H -1.335 1.529 -0.112
H -1.642 -1.452 -0.588
H -2.822 -0.062 -0.237
H -1.783 -0.839 1.058
```

***

# 12
The following is a quantum chemistry calculation of C5H6O in the gas phase, from the Open Molecules 2025 dataset.

## Properties
Kohn-Sham gap in eV: 9.061
Energy relative to the best compared isomer or geometry (same formula, charge and spin) in kcal per mole: 45.1
SMILES: C1=CCOC=C1
Total charge: 0
LUMO level in eV: 1.0

```
12
C5H6O (ωB97M-V/def2-TZVPD)
C -0.328 1.327 -0.064
C 0.937 1.036 -0.035
C 1.344 -0.382 0.093
O 0.300 -1.331 -0.113
C -1.034 -0.912 0.031
C -1.462 0.392 -0.027
H -0.604 2.331 -0.021
H 1.665 1.858 0.127
H 2.108 -0.583 -0.663
H 1.904 -0.514 0.972
H -1.639 -1.893 0.170
H -2.573 0.677 0.329
```

***

# 13
The following is a quantum chemistry calculation of C5H6O in the gas phase, from the Open Molecules 2025 dataset.

## Properties
Kohn-Sham gap in eV: 10.049
Energy relative to the best compared isomer or geometry (same formula, charge and spin) in kcal per mole: 99.3
SMILES: CC#C[C@H]1CO1
Total charge: 0
LUMO level in eV: 0.7

```
12
C5H6O (ωB97M-V/def2-TZVPD)
C 0.118 0.495 2.550
C -0.082 0.300 1.156
C 0.267 0.192 -0.006
C -0.247 -0.471 -1.170
C -0.606 0.332 -2.333
O 0.502 -0.549 -2.365
H 0.639 -0.365 3.021
H 0.611 1.415 2.096
H -0.616 0.931 3.216
H -0.835 -1.358 -0.936
H -0.351 1.391 -2.333
H -1.483 0.039 -2.901
```

***

# 14
The following is a quantum chemistry calculation of C5H6O in the gas phase, from the Open Molecules 2025 dataset.

## Properties
Kohn-Sham gap in eV: 10.656
Energy relative to the best compared isomer or geometry (same formula, charge and spin) in kcal per mole: 48.3
SMILES: C#CC(=O)CC
Total charge: 0
LUMO level in eV: 0.4

```
12
C5H6O (ωB97M-V/def2-TZVPD)
C -2.658 -0.496 0.392
C -1.818 -0.667 -0.460
C -0.410 -0.560 -0.874
O 0.064 -0.770 -1.963
C 0.381 -0.121 0.349
C 1.631 0.677 0.011
H -3.365 -0.320 1.171
H -0.338 0.378 1.008
H 0.653 -1.048 0.872
H 2.107 1.039 0.927
H 1.410 1.539 -0.627
H 2.349 0.050 -0.524
```

***

# 15
The following is a quantum chemistry calculation of C5H6O in the gas phase, from the Open Molecules 2025 dataset.

## Properties
Kohn-Sham gap in eV: 8.782
Energy relative to the best compared isomer or geometry (same formula, charge and spin) in kcal per mole: 64.4
SMILES: O=C=C1CCC1
Total charge: 0
LUMO level in eV: 0.8

```
12
C5H6O (ωB97M-V/def2-TZVPD)
O -0.146 -3.401 -0.525
C -0.336 -2.268 -0.415
C -0.044 -0.843 -0.122
C 0.221 0.378 -1.090
C 0.253 1.271 0.269
C -0.320 0.099 1.008
H 1.155 0.287 -1.688
H -0.506 0.734 -1.798
H 1.285 1.651 0.645
H -0.388 2.110 0.420
H -1.374 0.146 1.309
H 0.199 -0.162 1.985
```

***

# 16
The following is a quantum chemistry calculation of C5H6O in the gas phase, from the Open Molecules 2025 dataset.

## Properties
Kohn-Sham gap in eV: 10.479
Energy relative to the best compared isomer or geometry (same formula, charge and spin) in kcal per mole: 51.5
SMILES: CCC#CC=O
Total charge: 0
LUMO level in eV: 0.4

```
12
C5H6O (ωB97M-V/def2-TZVPD)
C -0.001 0.467 -1.647
C 0.563 1.136 -0.384
C -0.056 0.531 0.778
C -0.536 -0.230 1.584
C -0.552 -1.619 1.995
O -0.257 -2.479 1.194
H 0.226 -0.604 -1.647
H -1.089 0.574 -1.684
H 0.431 0.922 -2.542
H 0.421 2.218 -0.387
H 1.640 0.938 -0.301
H -0.791 -1.852 3.039
```

***

# 17
The following is a quantum chemistry calculation of C5H6O in the gas phase, from the Open Molecules 2025 dataset.

## Properties
Kohn-Sham gap (alpha / beta) in eV: 7.649 / 7.644
Energy relative to the best compared isomer or geometry (same formula, charge and spin) in kcal per mole: 121.4
Total charge: 0
LUMO level (alpha / beta) in eV: -0.1 / -0.1

```
12
C5H6O (ωB97M-V/def2-TZVPD)
O 1.642 -0.572 -0.367
C 0.377 -0.345 -0.648
C -0.084 1.138 -0.525
C -0.001 1.038 0.983
C 0.394 -0.228 1.053
C -0.559 -1.361 -0.696
H -1.091 1.314 -0.915
H 0.637 1.818 -0.983
H -0.138 1.767 1.771
H 0.670 -1.034 1.714
H -0.229 -2.392 -0.622
H -1.619 -1.143 -0.764
```

***

# 18
The following is a quantum chemistry calculation of C5H6O in the gas phase, from the Open Molecules 2025 dataset.

## Properties
Kohn-Sham gap in eV: 8.504
Energy relative to the best compared isomer or geometry (same formula, charge and spin) in kcal per mole: 105.9
SMILES: C1=C2C[C@@H]2OC1
Total charge: 0
LUMO level in eV: 0.6

```
12
C5H6O (ωB97M-V/def2-TZVPD)
C 0.950 0.615 -0.418
C 1.237 -0.552 0.210
C 0.048 -1.497 0.514
C -0.431 -0.226 0.938
O -1.305 0.473 0.164
C -0.463 1.021 -0.842
H 1.737 1.339 -0.614
H 0.255 -2.254 1.257
H -0.455 -1.863 -0.384
H -0.241 0.217 1.910
H -0.716 0.567 -1.812
H -0.607 2.101 -0.874
```

***

# 19
The following is a quantum chemistry calculation of C5H6O in the gas phase, from the Open Molecules 2025 dataset.

## Properties
Kohn-Sham gap in eV: 10.016
Energy relative to the best compared isomer or geometry (same formula, charge and spin) in kcal per mole: 72.1
SMILES: C#CCC(C)=O
Total charge: 0
LUMO level in eV: 0.8

```
12
C5H6O (ωB97M-V/def2-TZVPD)
C -0.296 2.162 0.789
C 0.023 1.270 1.581
C -0.021 -0.140 1.173
C 0.022 -0.127 -0.379
C 0.323 -1.331 -1.236
O -0.216 0.917 -0.945
H -0.521 3.094 0.335
H 0.562 -0.928 1.658
H -1.069 -0.246 1.455
H 0.453 -2.256 -0.680
H 1.238 -1.116 -1.801
H -0.480 -1.448 -1.971
```

***

# 20
The following is a quantum chemistry calculation of C5H6O in the gas phase, from the Open Molecules 2025 dataset.

## Properties
Kohn-Sham gap in eV: 10.469
Energy relative to the best compared isomer or geometry (same formula, charge and spin) in kcal per mole: 99.0
SMILES: C#C[C@H]1O[C@H]1C
Total charge: 0
LUMO level in eV: 0.9

```
12
C5H6O (ωB97M-V/def2-TZVPD)
C -2.547 0.380 -0.059
C -1.395 -0.059 0.058
C -0.226 -0.843 0.203
O 0.984 -0.998 -0.619
C 1.074 -0.109 0.442
C 1.299 1.273 -0.065
H -3.223 1.176 -0.263
H -0.054 -1.681 1.012
H 1.680 -0.381 1.251
H 0.759 1.667 -1.037
H 2.456 1.358 -0.326
H 1.280 1.992 0.847
```

***

Summary of E_tot in eV
-8804.3940, -8809.0270, -8805.9703, -21692.6371, -16055.2018, -17594.7587, -7327.4489, -7324.9318, -7327.8614, -7324.5449, -7326.1239, -7327.3267, -7324.9791, -7327.1917, -7326.4931, -7327.0506, -7324.0184, -7324.6920, -7326.1591, -7324.9897
(order as listed above)
Summary of maximum force in eV Å⁻¹
3.52, 1.66, 4.15, 5.32, 4.19, 4.52, 0.55, 2.17, 0.46, 2.31, 6.86, 3.25, 2.69, 0.72, 6.39, 0.80, 0.78, 0.80, 1.74, 5.49
(order as listed above)